[1]
{
  "formula": "C13H16BF5IMoN5O5S3Te",
  "method": "ωB97M-V/def2-TZVPD",
  "species": ["I", "Te", "Mo", "S", "S", "S", "F", "F", "F", "F", "F", "O", "O", "O", "O", "O", "N", "N", "N", "N", "N", "C", "C", "C", "C", "C", "C", "C", "C", "C", "C", "C", "C", "C", "B", "H", "H", "H", "H", "H", "H", "H", "H", "H", "H", "H", "H", "H", "H", "H", "H"],
  "positions_angstrom": [[-5.10, 7.82, 11.42], [-3.59, 6.49, 16.94], [-2.22, 10.03, 12.97], [-1.88, 10.41, 15.78], [-3.65, 12.46, 12.71], [0.43, 10.24, 13.35], [-2.51, 4.97, 17.42], [-4.91, 7.87, 16.20], [-3.94, 6.96, 18.76], [-5.00, 5.24, 16.93], [-1.93, 7.95, 16.99], [-4.05, 11.07, 13.35], [-1.99, 11.93, 12.77], [-2.60, 8.38, 13.67], [-3.94, 12.65, 11.29], [-3.88, 13.52, 13.64], [-1.58, 12.81, 17.03], [0.92, 9.15, 15.83], [1.24, 7.78, 14.14], [0.22, 11.51, 17.03], [-2.67, 9.65, 10.88], [0.50, 12.67, 17.73], [-1.84, 10.35, 10.01], [-2.93, 9.33, 8.11], [-2.87, 13.31, 16.62], [-3.71, 8.60, 8.99], [-1.11, 11.56, 16.62], [1.02, 7.86, 16.30], [1.11, 7.00, 15.28], [-1.94, 10.16, 8.65], [1.80, 7.39, 12.81], [-3.62, 8.85, 10.36], [-0.56, 13.47, 17.73], [0.90, 9.05, 14.45], [1.35, 10.43, 16.62], [-1.10, 11.00, 10.48], [-2.97, 14.34, 16.94], [0.89, 7.48, 17.32], [-1.19, 10.69, 8.01], [1.11, 6.72, 12.28], [-3.12, 9.29, 7.05], [-0.69, 14.44, 18.19], [-4.44, 7.92, 8.59], [2.03, 8.33, 12.30], [-2.96, 13.26, 15.53], [1.50, 12.76, 18.17], [1.92, 10.12, 17.65], [-3.68, 12.71, 17.06], [2.78, 6.87, 13.01], [1.33, 5.94, 15.31], [2.11, 11.13, 16.00]],
  "total_charge": 0,
  "energy_ha": -3507.62800,
  "spin_multiplicity": 3,
  "s_squared": 2.068,
  "lumo_ha": [-0.0732, -0.1228]
}

---

[2]
{
  "formula": "C26H55BNO13S5",
  "method": "ωB97M-V/def2-TZVPD",
  "species": ["S", "S", "S", "S", "S", "O", "O", "O", "O", "O", "O", "O", "O", "O", "O", "O", "O", "O", "N", "C", "C", "C", "C", "C", "C", "C", "C", "C", "C", "C", "C", "C", "C", "C", "C", "C", "C", "C", "C", "C", "C", "C", "C", "C", "C", "B", "H", "H", "H", "H", "H", "H", "H", "H", "H", "H", "H", "H", "H", "H", "H", "H", "H", "H", "H", "H", "H", "H", "H", "H", "H", "H", "H", "H", "H", "H", "H", "H", "H", "H", "H", "H", "H", "H", "H", "H", "H", "H", "H", "H", "H", "H", "H", "H", "H", "H", "H", "H", "H", "H", "H"],
  "positions_angstrom": [[3.98, 4.90, 0.21], [-0.29, -0.60, -2.31], [-6.66, -2.08, 2.29], [6.89, 0.29, -0.79], [2.73, -3.36, -3.98], [-0.64, -1.67, 2.67], [3.17, 5.15, -0.96], [-5.39, -1.67, 1.73], [1.81, -2.54, -4.74], [7.06, -1.10, -1.13], [-0.85, 0.01, -1.13], [5.25, 4.21, 0.13], [-7.22, -1.47, 3.47], [7.75, 0.97, 0.17], [2.39, -3.92, -2.69], [-4.09, 4.17, 2.77], [0.18, -0.62, 4.87], [0.98, -0.19, -2.87], [-2.35, -0.84, 4.55], [-1.53, -0.58, -3.60], [6.86, 1.24, -2.29], [4.29, -2.50, -3.86], [4.54, -4.09, -5.72], [-6.65, -3.85, 2.52], [-8.01, -4.31, 2.01], [-8.26, -3.52, 0.73], [5.39, 1.25, -2.70], [4.61, 1.50, -1.41], [-0.28, -2.37, -2.08], [5.18, 0.57, -0.34], [-4.54, 0.59, 4.15], [-4.59, 2.80, 2.47], [-1.89, -2.04, -3.88], [3.35, 4.80, 2.74], [-1.64, -2.83, -2.59], [-7.90, -2.06, 1.00], [2.98, 4.10, 1.45], [3.41, 6.29, 2.40], [-0.36, -0.63, 1.66], [3.32, -4.68, -5.03], [5.30, -3.33, -4.64], [-2.94, 0.40, 3.84], [-2.74, 4.10, 3.39], [-5.12, 2.10, 3.85], [4.22, 6.43, 1.11], [-0.94, -1.06, 4.00], [5.79, -4.05, -3.96], [6.09, -2.70, -5.06], [3.87, 6.87, 3.21], [-2.27, 1.34, 4.04], [-0.08, 0.38, 2.22], [4.68, -0.40, -0.33], [-5.52, 2.96, 1.74], [5.19, 2.02, -3.45], [1.93, 4.27, 1.19], [2.53, -4.98, -5.73], [-2.85, 0.13, 2.68], [-5.16, -0.18, 3.50], [5.11, 0.28, -3.12], [0.47, -0.94, 0.88], [-9.29, -3.62, 0.39], [-8.77, -1.51, 1.37], [-2.92, -2.14, -4.22], [-7.61, -3.92, -0.07], [-1.40, -0.43, 1.11], [-8.78, -4.06, 2.75], [-2.41, -2.58, -1.85], [-0.23, 0.17, 5.39], [-4.72, 0.29, 5.29], [2.40, 6.68, 2.25], [5.14, 1.02, 0.65], [4.73, 2.54, -1.10], [-1.66, -3.91, -2.76], [7.51, 0.78, -3.04], [-1.24, -2.44, -4.67], [5.28, 6.54, 1.31], [-1.13, -0.09, -4.49], [3.54, 1.32, -1.55], [-6.48, -4.09, 3.57], [-2.40, -0.03, -3.23], [7.21, 2.25, -2.06], [5.15, -4.87, -6.19], [-1.94, 3.60, 2.67], [-4.97, 2.82, 4.77], [-6.30, 1.98, 3.74], [2.62, 4.60, 3.53], [4.22, -3.39, -6.51], [0.53, -2.78, -2.70], [-0.11, -2.61, -1.03], [-2.73, 3.46, 4.40], [-3.79, 2.19, 1.88], [4.57, -2.40, -2.81], [-7.50, -1.57, 0.11], [-5.84, -4.26, 1.90], [4.33, 4.46, 3.10], [4.16, -1.51, -4.30], [3.20, 3.03, 1.47], [-8.03, -5.39, 1.84], [3.86, 7.26, 0.50], [3.59, -5.52, -4.39], [-2.34, 5.17, 3.70]],
  "total_charge": -1,
  "energy_ha": -4072.20089,
  "e_above_lowest_ev": 4.687,
  "spin_multiplicity": 1,
  "lumo_ha": 0.0620
}

---

[3]
{
  "formula": "C49H48ClErN9O9S2",
  "method": "ωB97M-V/def2-TZVPD",
  "species": ["Er", "Cl", "S", "S", "O", "O", "O", "O", "O", "O", "O", "O", "O", "N", "N", "N", "N", "N", "N", "N", "N", "N", "C", "C", "C", "C", "C", "C", "C", "C", "C", "C", "C", "C", "C", "C", "C", "C", "C", "C", "C", "C", "C", "C", "C", "C", "C", "C", "C", "C", "C", "C", "C", "C", "C", "C", "C", "C", "C", "C", "C", "C", "C", "C", "C", "C", "C", "C", "C", "C", "C", "H", "H", "H", "H", "H", "H", "H", "H", "H", "H", "H", "H", "H", "H", "H", "H", "H", "H", "H", "H", "H", "H", "H", "H", "H", "H", "H", "H", "H", "H", "H", "H", "H", "H", "H", "H", "H", "H", "H", "H", "H", "H", "H", "H", "H", "H", "H", "H"],
  "positions_angstrom": [[-0.19, -0.04, -1.03], [7.67, 3.29, -2.86], [6.10, -2.79, 2.18], [-2.78, -2.96, -4.29], [1.01, -0.43, -2.99], [0.37, 1.65, -2.69], [7.06, -2.12, 1.31], [6.30, -4.23, 2.30], [0.20, 2.21, 8.58], [5.86, -2.11, 3.45], [-7.63, 1.99, -0.84], [-1.55, -1.35, 0.34], [2.21, 2.38, -4.80], [-1.63, -3.18, 5.55], [-1.83, -1.05, -2.79], [-4.87, 1.50, -0.98], [0.93, -2.38, -0.85], [-1.61, -2.66, 6.68], [-1.85, -3.12, -1.75], [-2.45, 1.11, -1.03], [-0.64, -3.85, 0.93], [0.48, -2.77, -4.79], [-1.22, 0.36, 8.66], [-0.15, 1.00, 8.04], [-7.00, 1.85, -2.10], [-7.00, 1.19, 0.13], [-2.06, -2.33, -2.79], [3.62, -1.66, 1.60], [-1.13, -1.41, 7.02], [-1.06, -3.05, 1.93], [-1.96, -0.92, 2.64], [2.06, 2.12, 0.18], [3.14, -3.40, -0.50], [-5.54, 1.58, 0.31], [0.50, 3.64, 1.85], [-1.53, -1.73, 1.58], [-0.05, -5.53, 2.51], [5.47, 3.86, -4.32], [-0.16, -5.03, 1.21], [4.04, 1.71, -3.33], [1.22, 2.95, 7.96], [2.43, -1.56, 0.89], [-2.57, 1.34, -5.50], [-0.02, 2.51, 1.25], [-1.69, -0.84, 8.17], [0.96, 0.78, -3.34], [-0.47, -4.73, 3.55], [-3.58, 1.33, -1.01], [5.33, 1.94, -2.87], [-3.20, -0.89, -6.16], [-2.75, -1.34, -4.93], [0.47, 0.40, 6.95], [4.18, 3.64, -4.76], [-2.21, -0.46, -3.97], [2.59, 3.25, 0.78], [-1.93, -1.34, 3.96], [-1.02, -3.47, 3.28], [-5.53, 2.27, -2.04], [-1.48, -2.61, 4.32], [4.32, -3.49, 0.22], [-2.14, 0.90, -4.27], [-0.01, -0.79, 6.44], [0.73, 1.68, 0.38], [3.46, 2.54, -4.27], [1.63, 1.11, -4.69], [4.55, -2.62, 1.26], [-3.09, 0.46, -6.44], [3.54, 4.55, -5.76], [1.80, 4.03, 1.61], [6.04, 3.01, -3.38], [2.20, -2.43, -0.16], [-5.04, 0.89, 1.00], [2.21, 4.92, 2.08], [0.96, 3.19, 6.92], [1.68, -0.81, 1.15], [0.62, -1.98, -4.16], [2.62, 4.96, -5.35], [3.85, -1.01, 2.43], [0.37, -6.51, 2.68], [-7.07, 0.13, -0.16], [-1.66, 0.81, 9.54], [-2.30, -0.67, 4.73], [2.93, -4.07, -1.33], [6.05, 4.68, -4.71], [-7.08, 0.81, -2.44], [-7.55, 1.34, 1.06], [2.73, 1.54, -0.46], [0.26, -2.90, -0.25], [0.50, -1.25, 5.61], [0.83, 1.09, -5.44], [2.17, 2.41, 7.98], [5.77, 1.28, -2.14], [4.20, 5.36, -6.04], [1.31, 3.87, 8.53], [-1.05, 2.25, 1.46], [-5.47, 2.60, 0.70], [-3.62, -1.57, -6.88], [-5.46, 3.34, -1.81], [-2.49, 2.39, -5.74], [1.02, -2.93, -1.71], [-0.37, -5.06, 4.58], [-2.00, -4.11, -1.81], [-2.52, -1.35, 8.65], [-0.13, 4.24, 2.51], [3.61, 3.53, 0.58], [0.15, -5.63, 0.36], [1.39, -3.04, -5.12], [5.06, -4.24, 0.00], [3.49, 0.87, -2.92], [-3.43, 0.84, -7.39], [-0.03, -2.41, -5.59], [1.33, 0.85, 6.49], [2.36, 0.32, -4.91], [-7.54, 2.50, -2.79], [-2.32, 0.07, 2.40], [-1.73, 1.59, -3.55], [-1.71, -2.65, -0.83], [-5.04, 2.06, -2.99], [3.27, 3.98, -6.65]],
  "total_charge": -1,
  "energy_ha": -5337.80329,
  "spin_multiplicity": 4,
  "s_squared": 3.753,
  "lumo_ha": [0.0507, 0.0507]
}

---

[4]
{
  "formula": "C36H53NP2Ti",
  "method": "ωB97M-V/def2-TZVPD",
  "species": ["Ti", "P", "P", "N", "C", "C", "C", "C", "C", "C", "C", "C", "C", "C", "C", "C", "C", "C", "C", "C", "C", "C", "C", "C", "C", "C", "C", "C", "C", "C", "C", "C", "C", "C", "C", "C", "C", "C", "C", "C", "H", "H", "H", "H", "H", "H", "H", "H", "H", "H", "H", "H", "H", "H", "H", "H", "H", "H", "H", "H", "H", "H", "H", "H", "H", "H", "H", "H", "H", "H", "H", "H", "H", "H", "H", "H", "H", "H", "H", "H", "H", "H", "H", "H", "H", "H", "H", "H", "H", "H", "H", "H", "H"],
  "positions_angstrom": [[-0.29, 0.42, -0.10], [1.61, 1.43, -1.49], [-1.28, 0.40, -2.37], [-1.00, 2.11, 1.04], [0.43, -0.32, 2.13], [2.77, 0.30, -2.32], [-1.33, 1.90, -7.12], [0.99, 1.34, -6.14], [-1.12, -1.11, -7.41], [-1.86, 2.68, 3.26], [-0.45, 1.63, -3.45], [1.26, -0.78, 1.06], [-0.93, -1.52, 0.68], [-4.17, 3.36, 3.47], [-0.77, 5.28, -0.86], [-3.39, 2.36, 1.40], [1.01, 0.05, -6.51], [-1.91, -0.42, -6.35], [-2.08, 2.28, 1.93], [0.79, 2.34, -2.88], [0.93, 0.37, 3.35], [-0.51, 3.36, 0.61], [0.25, 4.16, 1.50], [2.75, -0.73, 1.08], [-0.90, -0.78, 1.91], [-1.12, -1.19, -3.24], [-1.03, 3.95, -0.57], [0.47, 5.50, 1.21], [-1.97, 0.91, -6.19], [-4.40, 2.95, 2.15], [-0.04, 6.07, 0.04], [-2.12, -2.27, 0.18], [-2.02, -0.74, 2.89], [0.96, -2.58, -0.81], [0.07, 2.39, -6.69], [-3.04, 0.82, -2.36], [0.29, -0.52, -7.70], [2.65, 2.70, -0.68], [0.43, -1.59, 0.17], [-2.91, 3.19, 4.03], [-1.99, 2.78, -7.19], [3.38, 3.10, -1.39], [-2.61, -1.07, -5.80], [1.68, -0.66, -6.01], [3.18, -1.21, 0.21], [1.54, 2.51, -3.66], [-1.00, -2.17, -7.14], [1.03, 6.11, 1.92], [-1.70, -1.10, -8.36], [2.03, 3.51, -0.30], [-0.85, 2.61, 3.67], [-2.72, 3.46, 5.07], [-5.39, 3.09, 1.71], [-2.41, -3.06, 0.90], [-3.59, 0.07, -1.78], [2.02, 0.30, 3.42], [0.91, -1.34, -8.11], [0.49, -0.05, 4.27], [0.12, 7.12, -0.17], [-3.00, -1.61, 0.07], [0.50, 3.33, -2.50], [1.77, -2.17, -1.43], [-1.19, 2.38, -3.77], [-1.97, -1.56, 3.62], [3.13, 0.30, 1.15], [3.19, 2.26, 0.17], [3.52, -0.07, -1.61], [-4.97, 3.83, 4.06], [-1.17, 5.72, -1.78], [0.61, 3.70, 2.42], [-3.56, 2.03, 0.38], [-1.67, 3.34, -1.21], [-2.00, 0.20, 3.46], [-1.79, -1.92, -2.78], [-0.05, 3.19, -5.93], [-2.98, -0.80, 2.37], [-1.92, -2.75, -0.77], [0.66, 1.43, 3.32], [1.37, -3.44, -0.27], [0.17, -2.95, -1.47], [2.23, -0.57, -2.73], [-2.63, 1.35, -5.42], [3.13, -1.26, 1.97], [-0.19, 1.08, -4.37], [-1.39, -1.08, -4.30], [-3.18, 1.79, -1.87], [-3.44, 0.86, -3.38], [3.29, 0.81, -3.15], [0.21, 0.24, -8.50], [1.78, 1.70, -5.46], [-1.26, 1.47, -8.14], [-0.10, -1.57, -3.19], [0.57, 2.87, -7.55]],
  "total_charge": 1,
  "energy_ha": -2990.28316,
  "spin_multiplicity": 2,
  "s_squared": 0.756,
  "lumo_ha": [-0.1040, -0.1014]
}

---

[5]
{
  "formula": "C12H13BrCl3N3O2PSiW",
  "method": "ωB97M-V/def2-TZVPD",
  "species": ["W", "Br", "Cl", "Cl", "Cl", "P", "Si", "O", "O", "N", "N", "N", "C", "C", "C", "C", "C", "C", "C", "C", "C", "C", "C", "C", "H", "H", "H", "H", "H", "H", "H", "H", "H", "H", "H", "H", "H"],
  "positions_angstrom": [[-0.30, -0.31, -0.14], [1.23, 2.00, 2.50], [-1.31, 3.41, 0.51], [-0.20, 0.78, -2.42], [2.04, 4.03, -0.63], [-0.52, -1.66, 1.91], [0.12, 1.99, 0.57], [1.60, -0.40, -0.11], [3.79, -0.08, 0.23], [-4.39, -1.07, -1.18], [-5.86, -2.49, -2.52], [-2.19, -0.44, -0.43], [-5.14, -1.83, -1.91], [3.16, 1.47, -2.33], [0.93, -1.79, 3.01], [2.69, 2.31, -3.40], [1.43, 2.74, -3.40], [-3.25, -0.82, -0.88], [-1.00, -3.38, 1.54], [-1.89, -1.10, 2.99], [2.73, 0.25, -0.23], [2.49, 1.41, -1.16], [1.35, 2.37, -0.93], [0.56, 2.46, -2.22], [-0.21, -3.88, 0.97], [1.11, -0.83, 3.49], [-1.74, -0.06, 3.29], [1.81, -2.07, 2.43], [-1.92, -3.39, 0.96], [0.74, -2.55, 3.77], [-0.28, 3.15, -2.14], [-1.15, -3.92, 2.47], [0.99, 3.28, -4.23], [3.35, 2.52, -4.24], [4.01, 0.83, -2.49], [-2.83, -1.18, 2.46], [-1.93, -1.72, 3.88]],
  "total_charge": 1,
  "energy_ha": -5432.17633,
  "e_above_lowest_ev": 2.829,
  "spin_multiplicity": 1,
  "lumo_ha": [-0.1927, -0.1926]
}

---

[6]
{
  "formula": "C11H14N2S",
  "method": "ωB97M-V/def2-TZVPD",
  "species": ["S", "N", "N", "C", "C", "C", "C", "C", "C", "C", "C", "C", "C", "C", "H", "H", "H", "H", "H", "H", "H", "H", "H", "H", "H", "H", "H", "H"],
  "positions_angstrom": [[-2.41, -0.70, -0.94], [0.67, -0.33, 0.01], [1.91, -2.04, -0.26], [2.72, 1.61, -0.17], [1.84, -0.73, -0.25], [-0.14, -1.49, 0.16], [0.68, -2.54, -0.10], [4.42, -0.27, -0.23], [-3.92, 1.26, 0.20], [2.96, 0.27, -0.29], [0.28, 0.94, -0.15], [1.26, 1.83, -0.29], [-1.55, -1.04, 0.66], [-3.98, -0.26, -0.26], [-4.51, -0.15, -1.17], [-4.75, 1.73, 0.81], [0.51, -3.58, 0.11], [-1.99, -1.90, 1.30], [-3.62, 1.89, -0.84], [-4.51, -1.06, 0.45], [-0.85, 1.13, 0.05], [-3.16, 1.45, 0.93], [1.15, 2.92, -0.12], [4.87, -0.71, 0.79], [4.70, -1.12, -0.97], [-1.21, -0.02, 1.25], [3.49, 2.30, -0.28], [5.14, 0.64, -0.40]],
  "total_charge": 0,
  "energy_ha": -935.10754,
  "e_above_lowest_ev": 4.595,
  "spin_multiplicity": 1,
  "lumo_ha": 0.0273
}

---

[7]
{
  "formula": "C4H8O2",
  "method": "ωB97M-V/def2-TZVPD",
  "species": ["O", "O", "C", "C", "C", "C", "H", "H", "H", "H", "H", "H", "H", "H"],
  "positions_angstrom": [[-0.28, 0.21, 0.63], [-2.25, 1.09, -0.04], [0.12, -1.43, 0.92], [-1.54, 0.67, 0.83], [1.24, 0.86, -1.18], [0.21, -0.19, -0.85], [-0.03, -1.34, 2.00], [0.84, 1.89, -1.21], [1.63, 0.63, -2.18], [2.09, 0.84, -0.49], [-1.81, 0.61, 1.90], [1.13, -1.73, 0.68], [-0.70, -0.05, -1.44], [-0.63, -2.06, 0.45]],
  "total_charge": 0,
  "energy_ha": -307.48009,
  "e_above_lowest_ev": 6.322,
  "spin_multiplicity": 1,
  "lumo_ha": 0.0153
}

---

[8]
{
  "formula": "C2H5O2S",
  "method": "ωB97M-V/def2-TZVPD",
  "species": ["S", "O", "O", "C", "C", "H", "H", "H", "H", "H"],
  "positions_angstrom": [[3.33, 0.03, 0.53], [3.78, 1.25, -0.10], [3.43, -1.24, -0.21], [-0.40, 0.04, -0.67], [0.27, -0.12, 0.69], [0.45, -1.11, 1.00], [-1.49, 0.36, -0.61], [-0.24, 0.45, 1.37], [-0.49, -0.72, -1.46], [0.09, 0.95, -1.08]],
  "total_charge": -1,
  "energy_ha": -627.81466,
  "e_above_lowest_ev": 3.433,
  "spin_multiplicity": 1,
  "lumo_ha": [0.1552, 0.1527]
}